# 1
The following is a DFT calculation (ωB97M-V with the def2-TZVPD basis set) of 2 unconnected molecules or ions with the total composition C22H51N5O8PS.

Values from the calculation:
- frontier orbital gap (eV) = 9.52
- LUMO energy (eV) = -2.216

```
! wB97M-V def2-TZVPD RIJCOSX def2/J DEFGRID3
* xyz 1 1
S -8.63247 -0.02098 -4.03865
P -2.50939 1.67337 -0.81850
O -3.44547 0.93384 -1.66546
O -7.74096 -1.34849 -3.93527
O 2.84450 -1.68473 3.88005
O -2.99321 3.14913 -0.49855
O -8.98718 0.21359 -5.38827
O -9.60929 -0.06756 -3.01375
O -2.19831 0.96245 0.58758
O -7.47851 1.01224 -3.63697
N 1.08305 -4.20847 -2.04393
N 2.87183 -4.19482 -0.44370
N 0.60990 -2.31967 0.17973
N 3.24797 -3.93497 -2.86617
N 0.46407 0.34573 0.47931
C -6.37781 0.31047 -3.04201
C 1.40151 -1.85736 1.31114
C 3.98877 2.54496 3.67576
C -1.23884 4.08926 0.98739
C 4.39755 3.29320 2.40608
C 0.96228 -1.61061 -1.05776
C 2.09346 0.75569 -1.35973
C 4.58653 2.36835 1.19750
C 1.06297 -0.39960 1.64716
C 0.86070 -0.04257 -0.93442
C -2.70809 3.82718 0.73594
C -0.32638 0.38274 -1.84129
C 2.42316 -2.94695 3.34879
C 2.37600 -3.63589 -1.73358
C 3.27167 0.82243 -0.37165
C -3.37036 0.44283 1.30381
C 3.24109 2.06125 0.52293
C -6.35681 -1.01397 -3.77511
C 2.30283 -2.10584 -1.59758
C 1.16039 -2.75867 2.53823
C -3.04479 0.39405 2.78102
C -0.88991 1.79828 -1.56987
H -4.20998 1.11319 1.13160
H 3.55533 -4.89511 -2.79298
H -5.86220 -1.79982 -3.21139
H 2.95147 2.94758 -0.04558
H -3.15531 3.30031 1.57796
H 0.66113 1.33420 0.61622
H -3.96431 0.28830 3.35052
H -1.11449 4.74707 1.84250
H 2.45739 -1.93685 1.07115
H 0.03506 0.34255 -2.86553
H -1.07699 2.31225 -2.51220
H -6.57753 0.17866 -1.97674
H 1.76615 1.78936 -1.50409
H -5.46482 0.88245 -3.17174
H -2.56051 1.32182 3.08441
H 5.19970 2.89961 0.47019
H 5.07787 1.44438 1.49871
H -0.54998 0.22146 0.54931
H 0.22926 -1.93539 -1.79060
H -0.37211 -2.15660 0.39146
H 3.32384 -0.06507 0.25606
H -0.80154 4.58563 0.12002
H 2.50225 1.96926 1.32934
H 0.61690 -4.58025 -1.23163
H 3.15310 -1.80289 -0.99089
H 0.86154 -3.73098 2.14756
H -3.59451 -0.53749 0.89821
H -5.89939 -0.92219 -4.76202
H 0.31089 -0.37376 2.43366
H -0.22518 2.44954 -1.00496
H 1.92957 0.12330 2.03823
H -3.22185 4.78127 0.65607
H -2.36823 -0.42359 3.02060
H 3.20424 -3.35565 2.70486
H 2.39742 0.41517 -2.34410
H 0.37558 -2.34231 3.16786
H 4.20175 0.86615 -0.93843
H 2.43096 -1.70055 -2.60002
H 1.14631 -4.88959 -2.78284
H 2.91503 2.35370 3.71158
H 4.05879 -3.33172 -2.88009
H 4.48439 1.57477 3.71971
H 3.60298 4.00156 2.15160
H 4.23163 3.10169 4.57693
H -0.68085 3.16967 1.16925
H 2.61667 -5.17453 -0.41681
H 2.27390 -3.65514 4.16159
H 3.88534 -4.16934 -0.42859
H 3.74224 -1.51837 3.61348
H -1.12233 -0.35197 -1.73371
H 5.28098 3.90440 2.57409
*
```

# 2
The following is a DFT calculation (ωB97M-V with the def2-TZVPD basis set) of 3 unconnected molecules or ions with the total composition C34H70N3O2 at a distorted geometry.

Values from the calculation:
- frontier orbital gap (eV) = 6.88
- LUMO energy (eV) = -4.555

```
! wB97M-V def2-TZVPD RIJCOSX def2/J DEFGRID3
* xyz 1 1
O -3.32116 -4.52372 -3.49359
O 2.14354 3.36503 6.27367
N -2.64466 2.19043 2.35336
N -3.67979 1.84845 1.58633
N -7.11046 -3.63761 -1.41586
C -0.22232 2.83986 2.69927
C 6.07841 -2.84929 1.51807
C -1.08119 2.53429 0.19777
C 1.26720 3.59932 -3.08917
C 3.50104 2.25949 -2.36600
C -6.94691 -2.81203 -0.16002
C 2.28167 2.78317 7.56406
C 5.75517 1.36398 -1.41223
C -6.81491 -0.34372 -0.92983
C -4.86616 1.33482 -0.62953
C 2.06536 2.85834 -1.89498
C 1.13737 2.22598 2.09680
C -2.31809 2.12287 -0.69047
C 5.69046 -3.89165 0.36337
C -3.54274 1.79016 0.18599
C 4.80959 -2.25278 2.30877
C -3.81324 -5.85801 -3.52582
C 5.11431 -2.55854 -1.86735
C -1.38372 3.22957 -2.95186
C -2.38229 -4.17517 -4.50247
C 1.00570 2.13637 8.07340
C -7.79635 -1.42940 -0.27251
C 1.20429 4.42490 6.15853
C -2.23688 2.04321 -2.27718
C 4.61297 -1.01799 -1.72674
C 4.35948 2.05066 -0.99711
C 5.77178 -0.17693 -0.95611
C 4.51243 -3.41153 -0.61491
C -1.45237 2.48382 1.69994
C -2.73072 -6.90465 -3.33070
C 1.54555 5.63004 7.01609
C 0.00840 2.72741 -3.61652
C -2.94379 -4.27467 -5.90944
C -5.73916 0.22751 0.13047
H -6.19826 -3.79185 -1.86477
H -0.40911 2.28009 3.69098
H -3.88567 -3.72609 -5.99008
H -2.04679 -6.93379 -4.18266
H -4.37510 -6.03578 -4.44819
H 3.33220 1.20918 -2.77576
H -2.23350 -3.86873 -6.63324
H 1.45361 1.99420 -1.46920
H 0.17824 1.59918 -3.47613
H 1.95593 3.94603 -3.93705
H 0.81887 4.56941 -2.65026
H -1.24968 4.09424 -2.22327
H -4.57182 0.87309 -1.64422
H 3.97377 -3.04313 2.26764
H -0.07338 2.81949 -0.24107
H 1.44720 5.40255 8.08028
H -2.00859 3.62039 -3.83960
H -6.19561 -0.78352 -1.80005
H 2.31371 3.65851 -1.10117
H -3.24762 2.00840 -2.79706
H 0.87462 6.46185 6.78974
H 6.74945 -3.41239 2.26234
H 0.19251 4.06219 6.36846
H -7.39482 -4.56832 -1.06288
H 6.62209 -4.05933 -0.29385
H 1.19879 1.58768 8.99770
H -1.47009 -4.77075 -4.39683
H -7.37695 0.55660 -1.38617
H 6.71888 -2.01051 1.08463
H -0.17306 3.95204 2.93431
H 2.57659 5.94826 6.84343
H -8.64857 -1.65489 -1.00865
H 5.57353 -0.30435 0.17366
H 4.04966 2.93815 -3.09665
H 0.23641 2.88397 8.28349
H 0.94607 1.18299 1.64130
H 4.46718 3.03594 -0.42865
H -8.20310 -1.09641 0.74870
H -6.35768 0.79539 0.92811
H -5.13898 -0.57862 0.66326
H -7.20681 -3.39651 0.78069
H 3.67019 -2.83802 -0.09462
H -4.53060 -5.93909 -2.70442
H -2.13542 -6.68463 -2.44113
H 1.48499 2.92889 1.26196
H -3.17417 -7.89709 -3.22482
H -3.14494 -5.31249 -6.18593
H -1.69856 1.05365 -2.52273
H 5.09283 -1.98120 3.38504
H 4.45840 -0.64302 -2.80189
H 6.78498 -0.62831 -1.23024
H -0.03535 2.89477 -4.75735
H 0.59746 1.44723 7.32975
H 1.21418 4.72883 5.10751
H 4.72233 -3.03896 -2.83505
H 6.62635 1.90037 -0.89199
H 4.40034 -1.29331 1.81716
H 4.04004 -4.36013 -1.05778
H 3.65179 -0.93050 -1.10413
H -5.83592 -2.49616 -0.12501
H 6.26165 -2.60454 -1.90875
H 1.90196 2.19836 2.93648
H 3.05180 2.01310 7.47066
H 5.83202 1.39443 -2.55579
H -4.57273 1.62932 2.06991
H -2.09946 -3.13627 -4.31022
H 2.66393 3.52060 8.27669
H -5.50559 2.26044 -0.80300
H 5.44503 -4.92047 0.81689
H 3.78049 1.33728 -0.30393
*
```

# 3
The following is a DFT calculation (ωB97M-V with the def2-TZVPD basis set) of a molecular structure, C3H4O4Rb at a distorted geometry.

Values from the calculation:
- energy relative to the best compared isomer or geometry (same formula, charge and spin) (kJ/mol) = 554.6
- frontier orbital gap (alpha / beta) (eV) = 2.81 / 2.29
- LUMO energy (alpha / beta) (eV) = 0.939 / 0.922

```
! wB97M-V def2-TZVPD RIJCOSX def2/J DEFGRID3
* xyz -1 1
Rb 4.23070 -1.95832 -2.45591
O 1.72736 -0.44978 -0.95120
O -0.27185 -1.37247 -0.47163
O 1.43155 -2.62282 -1.16844
O -0.47106 2.30328 1.19501
C -1.31778 0.25071 0.31172
C 0.97249 -1.46976 -0.82696
C -0.68073 1.04854 1.29190
H -1.58771 0.77196 -0.61370
H -2.18392 -0.29917 0.69359
H -0.47789 0.59040 2.27543
H -1.37115 3.20741 0.72018
*
```

# 4
The following is a DFT calculation (ωB97M-V with the def2-TZVPD basis set) of a molecular structure, C16H32O3PSc at a distorted geometry.

Values from the calculation:
- energy relative to the best compared isomer or geometry (same formula, charge and spin) (kJ/mol) = 265.2
- frontier orbital gap (eV) = 7.95
- LUMO energy (eV) = -8.480

```
! wB97M-V def2-TZVPD RIJCOSX def2/J DEFGRID3
* xyz 2 1
Sc -0.13470 0.01246 -0.13797
P -0.03469 0.88184 2.28377
O 0.61648 1.50669 3.73407
O -1.48988 1.40935 2.99320
O -0.55680 -0.71636 2.54133
C -0.67507 -3.60260 0.27121
C 1.16438 -1.36732 -2.99631
C -0.36391 1.75378 -1.59101
C 0.56619 -1.46366 2.93132
C -1.91974 -2.76350 -0.03670
C -2.09358 2.30844 2.10184
C -0.42533 0.59506 -2.36311
C 1.37462 2.64743 3.44056
C -1.35081 2.86930 -1.52898
C -0.77877 -5.03075 -0.27413
C 0.88900 1.68570 -0.85611
C 3.11621 0.32237 -1.08669
C 0.83560 -0.12412 -2.23798
C -1.53879 0.17392 -3.26371
C 1.68059 0.58816 -1.38843
C 1.43761 2.79399 -0.01829
H -2.35275 2.54009 -1.80055
H 1.92479 3.54349 -0.64709
H -1.07519 3.67601 -2.21403
H 2.02215 -1.88589 -2.57117
H 1.28735 -1.56687 2.09008
H 2.31696 2.36642 2.92700
H 3.36703 0.57201 -0.05677
H 0.65528 3.29756 0.54774
H 0.78632 3.41059 2.88829
H -3.03883 2.66829 2.55802
H -1.63998 -5.55342 0.15885
H -0.90753 -5.02559 -1.36308
H -2.47264 0.67572 -3.01485
H -1.45900 3.20592 1.93612
H -2.08339 -2.68849 -1.11833
H -1.82698 -1.74689 0.36060
H 3.37408 -0.72553 -1.23443
H 1.04945 -1.04691 3.84299
H 3.76978 0.91402 -1.73348
H -1.30935 0.40450 -4.30703
H -0.51692 -3.63664 1.35692
H -2.81593 -3.21654 0.40358
H -1.41428 3.29943 -0.53065
H 0.21032 -3.11250 -0.15430
H 0.11909 -5.61459 -0.04439
H 0.33191 -2.07190 -3.00699
H 1.66604 3.12130 4.40000
H -2.36746 1.80370 1.14895
H -1.72383 -0.89948 -3.21067
H 2.17649 2.43287 0.69564
H 1.40120 -1.14107 -4.03905
H 0.22725 -2.47980 3.21418
*
```

Repeat the third record exactly.
The following is a DFT calculation (ωB97M-V with the def2-TZVPD basis set) of a molecular structure, C3H4O4Rb at a distorted geometry.

Values from the calculation:
- energy relative to the best compared isomer or geometry (same formula, charge and spin) (kJ/mol) = 554.6
- frontier orbital gap (alpha / beta) (eV) = 2.81 / 2.29
- LUMO energy (alpha / beta) (eV) = 0.939 / 0.922

```
! wB97M-V def2-TZVPD RIJCOSX def2/J DEFGRID3
* xyz -1 1
Rb 4.23070 -1.95832 -2.45591
O 1.72736 -0.44978 -0.95120
O -0.27185 -1.37247 -0.47163
O 1.43155 -2.62282 -1.16844
O -0.47106 2.30328 1.19501
C -1.31778 0.25071 0.31172
C 0.97249 -1.46976 -0.82696
C -0.68073 1.04854 1.29190
H -1.58771 0.77196 -0.61370
H -2.18392 -0.29917 0.69359
H -0.47789 0.59040 2.27543
H -1.37115 3.20741 0.72018
*
```